ORCA calculation (ωB97M-V with the def2-TZVPD basis set) on a 3-piece molecular cluster, C20H39IN2O7 overall.

XYZ file:
```
69
Properties=species:S:1:pos:R:3:lowdin_charge:R:1
C 5.19861 2.60515 1.44007 -0.021
C 4.42255 3.86877 0.96790 -0.080
C 3.01983 4.14576 0.96313 -0.022
C 1.92961 3.06182 1.26085 -0.130
C 0.62656 3.49339 2.03900 -0.273
C -0.60135 3.91159 1.09167 -0.589
I -1.36189 2.22210 -0.07449 0.876
C 2.99787 5.67304 0.72933 -0.342
O 2.30030 6.32751 1.48689 0.127
O 4.15036 6.26937 0.16262 0.127
C 4.97315 5.12136 0.25273 -0.359
O 5.76702 4.95373 -0.65384 0.129
H 6.19091 2.42187 0.94219 0.094
H 5.45792 2.88362 2.51893 0.102
H 4.56227 1.69429 1.58927 0.077
H 2.37711 2.07881 1.54700 0.116
H 1.50424 2.86213 0.22582 0.077
H 0.23465 2.55458 2.55324 0.103
H 0.84636 4.26706 2.81566 0.110
H -1.40765 4.34024 1.75004 0.056
H -0.28322 4.68706 0.32673 0.052
C -3.92123 -2.50652 -0.76178 -0.112
O -5.14021 -2.28491 -0.07219 -0.193
C -5.54298 -3.37920 0.75133 -0.207
C -5.39042 -3.03790 2.23238 -0.211
N -3.98298 -2.95784 2.61531 -0.055
C -3.74451 -2.33158 3.91864 -0.195
C -4.22779 -0.89002 4.12994 -0.222
O -3.50843 0.08357 3.38308 -0.183
C -3.91449 0.20918 2.02949 -0.125
H -3.82020 -1.72938 -1.52109 0.090
H -3.06522 -2.42750 -0.08505 0.068
H -3.91367 -3.48056 -1.25792 0.088
H -5.01539 -4.30286 0.49503 0.120
H -6.60593 -3.54102 0.54669 0.120
H -5.88180 -3.81119 2.83180 0.122
H -5.91104 -2.08979 2.40262 0.099
H -3.47772 -2.42891 1.91675 0.061
H -2.66286 -2.35116 4.08018 0.118
H -4.18769 -2.96771 4.69420 0.116
H -4.04067 -0.64200 5.17936 0.119
H -5.30580 -0.77277 3.98398 0.109
H -4.98810 0.05083 1.89979 0.090
H -3.34326 -0.47960 1.40384 0.060
H -3.67408 1.21918 1.69338 0.025
C 4.12821 -0.18274 -4.55974 -0.111
O 2.83081 -0.65585 -4.88379 -0.195
C 2.73065 -2.07891 -4.92348 -0.208
C 1.92417 -2.60642 -3.73834 -0.210
N 2.66085 -2.45539 -2.48568 -0.054
C 1.84741 -2.63753 -1.28075 -0.193
C 0.64272 -1.70937 -1.07213 -0.222
O 0.98503 -0.35641 -0.79359 -0.235
C 1.31001 0.41636 -1.93946 -0.132
H 4.15826 0.88622 -4.77539 0.091
H 4.34224 -0.31622 -3.49535 0.072
H 4.89611 -0.67980 -5.15790 0.088
H 3.71181 -2.55869 -4.98783 0.121
H 2.18592 -2.32181 -5.84120 0.120
H 1.70243 -3.66660 -3.89818 0.123
H 0.97706 -2.05703 -3.71977 0.099
H 3.07138 -1.53171 -2.45012 0.062
H 2.52088 -2.51201 -0.42797 0.119
H 1.49882 -3.67686 -1.25302 0.117
H 0.12010 -2.06198 -0.17710 0.118
H -0.08781 -1.76539 -1.88505 0.109
H 0.72490 0.12978 -2.81667 0.093
H 2.37932 0.34134 -2.14662 0.071
H 1.09995 1.46341 -1.71531 0.025
```

Output
**Charge**: 0
**Total energy**: -46780.38681 eV
**Gap between HOMO and LUMO**: 0.300 Eh
**Structure (SMILES)**: CC1=C(CCCI)C(=O)OC1=O.COCCNCCOC.COCCNCCOC

=====

ORCA calculation (ωB97M-V with the def2-TZVPD basis set) on a 7-piece molecular cluster, C15H17BrCl18FNO2S overall.

XYZ file:
```
56
Properties=species:S:1:pos:R:3:lowdin_charge:R:1
C -2.39008 2.21975 0.82321 -0.092
C -1.87069 1.40386 -0.36605 -0.257
C -2.08035 -0.09916 -0.18327 -0.673
Br -3.68321 -0.71621 -1.11630 0.758
N -0.82057 -0.84826 -0.46512 -0.162
C -0.42192 -1.72087 0.63620 -0.265
C 0.69926 -1.34710 1.36404 -0.007
C 1.12393 -2.12960 2.43071 -0.081
C 0.40222 -3.27037 2.75805 -0.075
C -0.72022 -3.64429 2.02255 -0.074
C -1.14292 -2.86820 0.95328 -0.030
S -0.62443 -1.53828 -1.94517 0.549
O -1.05595 -0.64811 -2.95820 -0.242
O 0.70436 -2.04810 -2.01390 -0.298
F -1.53587 -2.79749 -1.94666 -0.147
H -1.71287 3.03149 1.05864 0.049
H -2.46735 1.61498 1.72538 0.057
H -3.38411 2.60167 0.61651 0.026
H -0.79920 1.56595 -0.41716 0.066
H -2.29661 1.74791 -1.30223 0.101
H -2.28156 -0.26974 0.86416 0.030
H 1.24405 -0.45392 1.10806 0.049
H 1.99438 -1.82172 2.98494 0.025
H 0.72446 -3.87001 3.59697 0.107
H -1.26862 -4.53020 2.29997 0.107
H -2.01246 -3.12182 0.36975 0.106
C 2.56880 -1.12203 -3.68681 -1.518
Cl 2.05166 -0.71838 -5.32770 0.568
Cl 4.22738 -1.74169 -3.70025 0.545
Cl 2.43560 0.27589 -2.63401 0.541
H 1.91592 -1.89498 -3.30238 -0.034
C 5.33811 -3.15409 2.47183 -1.538
Cl 4.63441 -3.21799 0.85793 0.537
Cl 4.39804 -2.07989 3.51498 0.555
Cl 5.44940 -4.76567 3.17772 0.529
H 6.33802 -2.75007 2.39130 0.011
C 5.20604 0.94358 -6.18979 -1.580
Cl 4.71619 1.37245 -7.82933 0.523
Cl 6.85385 0.31232 -6.16887 0.519
Cl 5.04779 2.32504 -5.10394 0.515
H 4.54360 0.16689 -5.83564 -0.081
C 2.03597 3.60477 -0.01456 -1.525
Cl 1.91127 3.52997 -1.76514 0.532
Cl 0.88062 4.75671 0.65616 0.543
Cl 1.79068 1.98541 0.65909 0.558
H 3.03269 3.92893 0.25221 0.015
C -5.71589 5.28890 1.07917 -1.549
Cl -4.39666 5.31338 -0.09131 0.535
Cl -6.21943 3.63129 1.41809 0.524
Cl -5.25029 6.11655 2.56546 0.524
H -6.55708 5.81562 0.64972 0.010
C -4.37394 -0.96779 3.83333 -1.527
Cl -4.59645 -0.50794 2.14374 0.545
Cl -2.67650 -1.32769 4.15195 0.549
Cl -4.96104 0.30101 4.91032 0.532
H -4.95247 -1.86266 4.01838 0.013
```

Output
**Charge**: 0
**Total energy**: -330414.05520 eV
**Gap between HOMO and LUMO**: 0.377 Eh
**Structure (SMILES)**: CC[C@@H](Br)N(c1ccccc1)S(=O)(=O)F.ClC(Cl)Cl.ClC(Cl)Cl.ClC(Cl)Cl.ClC(Cl)Cl.ClC(Cl)Cl.ClC(Cl)Cl

=====

ORCA calculation (ωB97M-V with the def2-TZVPD basis set) on C4H5N3O2 in the gas phase.

XYZ file:
```
14
Properties=species:S:1:pos:R:3:lowdin_charge:R:1
C -1.32527 -1.31434 -0.50100 -0.163
C -3.42127 -0.59855 0.07892 -0.383
C -3.02843 1.01008 -0.22586 -0.340
C 0.46487 -0.11282 0.64785 -0.046
N -2.58773 -1.55610 -0.42561 0.145
N -1.62247 0.97173 -0.00708 0.100
N -0.79474 -0.16719 -0.08016 -0.157
O -4.31237 -0.70075 0.88138 0.104
O -3.60875 2.03287 -0.39255 0.105
H -0.63569 -2.12430 -0.78528 0.145
H 0.91571 0.82830 0.52594 0.056
H 0.52534 -0.41969 1.74226 0.112
H 1.28778 -0.83683 0.34710 0.111
H -0.98367 1.86880 0.18316 0.212
```

Output
**Charge**: 0
**Total energy**: -12791.75032 eV
**Gap between HOMO and LUMO**: 0.349 Eh
**ΔE to the lowest compared entry with this formula, charge and spin**: 397.9 kJ/mol
**Structure (SMILES)**: Cn1cnc(=O)c(=O)[nH]1

=====

ORCA calculation (ωB97M-V with the def2-TZVPD basis set) on a 9-piece molecular cluster, C42H76B4F16N7O6 overall.

XYZ file:
```
151
Properties=species:S:1:pos:R:3:lowdin_charge:R:1
C -2.33132 1.40677 8.77143 -0.052
O -1.73259 1.45764 7.42351 -0.190
C -2.67445 0.87873 6.50679 -0.221
C -2.15491 0.88245 5.12557 -0.137
N -1.65451 2.21847 4.74736 0.055
H -2.49307 2.80363 4.53951 0.141
H -1.14421 2.50853 5.59831 0.173
C -0.84125 2.36976 3.49904 -0.098
C -0.49233 3.81087 3.26830 -0.206
O 0.06462 4.38794 4.46712 -0.206
C 0.70779 5.67607 4.28023 -0.061
H -3.21182 2.15769 8.85259 0.121
H -1.56275 1.79884 9.46649 0.100
H -2.64508 0.43739 8.99668 0.058
H -3.66137 1.41782 6.49584 0.146
H -2.86427 -0.20688 6.73453 0.151
H -2.95663 0.64737 4.31591 0.162
H -1.35560 0.26207 4.89160 0.108
H -1.47132 1.91773 2.75076 0.111
H 0.10819 1.81560 3.66169 0.154
H -1.41347 4.35487 3.02411 0.121
H 0.19823 3.98788 2.41694 0.131
H 0.87865 6.06326 5.25801 0.077
H -0.02835 6.34121 3.76484 0.100
H 1.63866 5.56551 3.64346 0.109
C 1.61739 3.35413 -9.97543 -0.077
O 2.55822 2.43157 -9.39662 -0.194
C 3.40506 1.67068 -10.26100 -0.181
C 2.98745 0.22120 -10.02671 -0.100
N 3.08451 -0.20313 -8.58545 0.075
H 3.86181 0.18295 -8.11817 0.138
H 2.31421 0.11095 -7.99594 0.184
C 3.21510 -1.70967 -8.40598 -0.030
C 3.69887 -1.99351 -6.94041 -0.265
O 4.64929 -1.10329 -6.66015 -0.168
C 5.25613 -1.35071 -5.42917 -0.066
H 1.10173 3.96911 -9.20316 0.103
H 0.84666 2.89444 -10.55473 0.075
H 2.07340 4.13298 -10.59436 0.092
H 4.45102 1.80143 -9.92235 0.141
H 3.31341 1.84323 -11.30346 0.123
H 3.67690 -0.37085 -10.66829 0.146
H 1.99807 0.07880 -10.46576 0.143
H 4.15624 -1.87145 -8.97375 0.140
H 2.32893 -2.21688 -8.81778 0.150
H 4.01406 -2.99900 -6.96623 0.120
H 2.88001 -1.93263 -6.20493 0.123
H 6.30801 -1.55626 -5.58925 0.097
H 4.76019 -2.15016 -4.86670 0.104
H 5.23405 -0.44894 -4.80539 0.093
C 6.66713 2.39862 -1.54147 -0.067
O 5.33222 2.10234 -1.07204 -0.193
C 5.20687 0.93310 -0.35001 -0.220
C 4.29565 -0.02695 -1.20271 -0.002
N 2.81199 0.57780 -1.22326 0.107
H 2.77667 1.50952 -1.60337 0.156
H 2.24766 -0.15323 -1.73360 0.118
C 2.18179 0.51397 0.16199 -0.064
C 0.83506 1.12351 0.00959 -0.240
O 1.01514 2.36273 -0.57716 -0.160
C -0.25256 2.94371 -0.72588 -0.092
H 6.61482 3.20769 -2.23598 0.077
H 7.17756 1.57524 -2.04129 0.084
H 7.32155 2.66008 -0.67032 0.107
H 4.65106 1.24068 0.54228 0.109
H 6.15551 0.48478 -0.08988 0.128
H 4.11907 -0.96216 -0.71007 0.079
H 4.66737 -0.19650 -2.22574 0.125
H 2.89356 0.92864 0.85005 0.119
H 2.09832 -0.53541 0.41539 0.119
H 0.30831 1.20933 0.93099 0.112
H 0.33442 0.55086 -0.68101 0.089
H -0.71932 3.12571 0.25486 0.081
H -0.94392 2.35180 -1.35371 0.089
H -0.09856 3.86244 -1.33642 0.112
C -11.55005 4.68841 4.27563 0.051
N -10.41944 4.01596 3.60537 -0.091
C -10.36428 2.68235 3.52701 0.022
C -9.32678 2.03118 2.85777 0.075
C -8.31653 2.78639 2.22313 -0.089
C -8.34919 4.17587 2.42501 0.067
C -9.43409 4.76189 3.05221 0.037
C -7.19263 2.13737 1.45987 -0.108
C -6.77361 2.80031 0.29295 0.032
C -5.66781 2.37516 -0.38338 0.001
N -5.07227 1.24260 -0.04043 -0.066
C -5.53994 0.50827 0.93885 -0.012
C -6.63431 0.85489 1.68610 0.073
C -3.82637 0.77449 -0.72513 0.064
H -11.18083 5.29426 5.12081 0.124
H -12.14866 3.89216 4.74876 0.116
H -11.94902 5.36402 3.57153 0.098
H -11.31174 2.24480 3.83774 0.151
H -9.35580 0.98711 2.88694 0.113
H -7.61437 4.76514 1.91373 0.128
H -9.51416 5.80196 3.16046 0.139
H -7.22895 3.71959 -0.04876 0.137
H -5.29305 2.94398 -1.23788 0.164
H -5.05757 -0.43198 1.14215 0.139
H -6.95873 0.33914 2.58475 0.143
H -3.89395 1.19990 -1.74633 0.114
H -3.74730 -0.32622 -0.72617 0.105
H -2.95970 1.12965 -0.11530 0.111
C -0.11101 -3.20137 -0.73529 0.042
N 0.95880 -3.88695 -0.03870 -0.057
C 0.97027 -3.97881 1.29663 0.027
C 1.76128 -4.90585 1.93475 0.096
C 2.67103 -5.59755 1.09336 -0.144
C 2.71152 -5.38381 -0.22436 0.023
C 1.82100 -4.55465 -0.82344 0.032
C 3.66052 -6.52695 1.69568 -0.123
C 3.77937 -7.84195 1.35872 0.014
C 4.79295 -8.66252 1.79581 0.034
N 5.69050 -8.10956 2.70636 -0.049
C 5.61724 -6.79293 3.05523 0.034
C 4.67387 -5.95309 2.48821 0.086
C 6.93145 -8.97067 3.08581 0.067
H -0.44994 -2.37089 -0.11632 0.075
H -0.93272 -3.93139 -0.95762 0.146
H 0.25764 -2.71256 -1.62518 0.092
H 0.35036 -3.28675 1.80787 0.126
H 1.58393 -5.12058 2.98261 0.149
H 3.45623 -5.82804 -0.89368 0.158
H 1.77101 -4.28544 -1.84369 0.144
H 3.01869 -8.24828 0.75828 0.125
H 5.01741 -9.68888 1.35413 0.178
H 6.42865 -6.40419 3.62557 0.142
H 4.70268 -4.83957 2.56031 0.130
H 6.58869 -9.82680 3.71373 0.124
H 7.60907 -8.37138 3.58402 0.064
H 7.43497 -9.31717 2.19828 0.099
B 4.51819 -2.33741 1.42154 -1.278
F 4.98317 -1.01729 1.56242 0.125
F 3.22833 -2.29404 0.83319 0.082
F 5.33086 -3.06120 0.53616 0.113
F 4.37778 -2.97378 2.63312 0.133
B -4.50615 3.44947 2.84553 -1.202
F -3.88680 2.38169 2.18844 0.135
F -5.59707 2.95312 3.67388 0.062
F -3.60644 3.98379 3.84689 0.066
F -4.87578 4.44087 1.97877 0.167
B 1.24109 -0.73478 -3.98560 -1.135
F 2.10354 -1.28416 -2.95514 0.037
F 0.42994 -1.70314 -4.42651 0.190
F 0.47955 0.31098 -3.27853 0.038
F 2.14229 -0.18119 -4.99489 0.048
B -2.19052 -1.53480 1.70301 -1.255
F -3.39603 -1.76627 1.08195 0.134
F -2.34612 -0.69886 2.81465 0.116
F -1.56706 -2.75183 2.07105 0.094
F -1.34209 -0.87568 0.76496 0.068
```

Output
**Charge**: +3
**Total energy**: -113686.95137 eV
**Gap between HOMO and LUMO**: 0.252 Eh

=====

ORCA calculation (ωB97M-V with the def2-TZVPD basis set) on C6H7Br2OP in the gas phase.

XYZ file:
```
17
Properties=species:S:1:pos:R:3:lowdin_charge:R:1
C 0.22913 1.19118 -1.22614 -0.146
C -0.11640 -0.08640 -1.37711 -0.124
C 0.21706 1.73838 0.11386 -0.099
C -0.18508 -1.02509 0.10264 -1.071
C 0.77976 -0.40102 1.08491 -0.731
C 0.47263 1.04945 1.19756 -0.487
O 0.47165 1.58749 2.42078 0.060
P -0.07087 -2.88044 -0.26114 0.771
Br 2.49387 -0.73867 0.29647 0.775
Br -2.03533 -0.74390 0.74496 0.665
H 0.31639 1.93722 -1.94555 0.090
H -0.28061 -0.56940 -2.43881 0.131
H 0.16900 2.76728 0.11900 0.099
H 0.76182 -0.92264 2.06439 0.114
H -0.07414 2.42961 2.20922 0.168
H -1.26860 -2.76566 -0.97424 -0.119
H -0.63055 -3.18174 1.02937 -0.095
```

Output
**Charge**: 0
**Total energy**: -157753.93981 eV
**Gap between HOMO and LUMO**: 0.325 Eh
**ΔE to the lowest compared entry with this formula, charge and spin**: 83.1 kJ/mol
**Structure (SMILES)**: OC1=CC=C[C@](P)(Br)[C@H]1Br

=====

ORCA calculation (ωB97M-V with the def2-TZVPD basis set) on a 2-piece molecular cluster, C2HBr2NS2 overall.

XYZ file:
```
8
Properties=species:S:1:pos:R:3:lowdin_charge:R:1
C -0.27069 -1.29174 -1.58485 -0.604
C -0.31162 0.82446 1.57304 -1.094
N 0.58364 -0.60275 -2.04703 -0.707
S -0.28048 2.27075 0.90259 0.646
S 1.68149 0.13238 -2.85309 0.601
Br -1.60079 -1.64849 -0.35276 0.786
Br 1.38721 0.09246 2.53754 0.418
H -1.18877 0.22294 1.82456 -0.046
```

Output
**Charge**: 0
**Total energy**: -165332.03431 eV
**Gap between HOMO and LUMO**: 0.280 Eh
**ΔE to the lowest compared entry with this formula, charge and spin**: 38.9 kJ/mol
**Structure (SMILES)**: [S-][N+]#CBr.S=CBr

=====

Q: The lowest gap between HOMO and LUMO belongs to which entry?
A: C42H76B4F16N7O6

=====

Q: Which of these has the highest charge?
A: C42H76B4F16N7O6